Entry 1:
# C34H31NO13

A 6-piece molecular cluster, C34H31NO13 overall (wB97M-V/def2-TZVPD, OMol25).

Values from the calculation:
energy: -63858.7223 eV
LUMO energy: -1.711 eV
SMILES: O=C1C=CC(=O)C=C1.O=C1C=CC(=O)C=C1.O=C1C=CC(=O)C=C1.O=C1C=CC(=O)C=C1.O=C1C=CC(=O)C=C1.CO[C@@H](CN)COO
HOMO: -9.35 eV
net charge: 0
HOMO-LUMO gap: 7.6 eV

Geometry (Å):
O1 -4.3295 -3.2936 -0.5927
C1 -4.5457 -2.3031 0.0724
C2 -4.0743 -2.1953 1.4758
C3 -4.3188 -1.1074 2.2003
C4 -5.0699 0.0412 1.6314
O2 -5.2849 1.0319 2.2963
C5 -5.5388 -0.0655 0.2275
C6 -5.2952 -1.1540 -0.4965
H1 -3.5298 -3.0467 1.8638
H2 -3.9897 -0.9988 3.2269
H3 -6.0812 0.7870 -0.1609
H4 -5.6205 -1.2624 -1.5233
O3 -3.3235 -3.8224 -4.3492
C7 -2.7568 -4.8407 -4.0127
C8 -2.5958 -5.1934 -2.5768
C9 -1.9682 -6.3093 -2.2140
C10 -1.4090 -7.2450 -3.2212
O4 -0.8425 -8.2652 -2.8869
C11 -1.5695 -6.8925 -4.6546
C12 -2.1965 -5.7775 -5.0193
H5 -3.0161 -4.4997 -1.8607
H6 -1.8366 -6.5922 -1.1770
H7 -1.1564 -7.5857 -5.3749
H8 -2.3277 -5.4995 -6.0576
O5 0.7577 5.6129 3.0697
C13 1.8291 5.6119 3.6396
C14 3.0603 6.0888 2.9622
C15 4.2372 6.0756 3.5801
C16 4.3671 5.5781 4.9739
O6 5.4411 5.5650 5.5369
C17 3.1355 5.0980 5.6508
C18 1.9559 5.1148 5.0353
H9 2.9443 6.4368 1.9435
H10 5.1487 6.4109 3.1057
H11 3.2585 4.7383 6.6647
H12 1.0411 4.7690 5.5072
O7 -0.9839 -8.5185 -7.3525
C19 -0.5812 -9.5773 -7.7883
C20 0.3600 -9.6278 -8.9343
C21 0.7989 -10.7882 -9.4123
C22 0.3666 -12.0805 -8.8178
O8 0.7675 -13.1365 -9.2533
C23 -0.5745 -12.0260 -7.6689
C24 -1.0134 -10.8653 -7.1913
H13 0.6589 -8.6729 -9.3474
H14 1.4847 -10.8557 -10.2470
H15 -0.8723 -12.9799 -7.2529
H16 -1.6958 -10.7966 -6.3537
O9 5.8709 5.9465 0.9863
C25 6.6447 6.6818 0.4093
C26 6.2840 8.0881 0.0993
C27 7.1325 8.8929 -0.5333
C28 8.4767 8.4180 -0.9553
O10 9.2489 9.1517 -1.5304
C29 8.8352 7.0100 -0.6434
C30 7.9861 6.2058 -0.0105
H17 5.3001 8.4100 0.4167
H18 6.8958 9.9218 -0.7723
H19 9.8191 6.6890 -0.9607
H20 8.2217 5.1772 0.2304
C31 -3.1223 3.4208 2.4509
O11 -1.7500 3.2104 2.7056
C32 -1.4139 3.1098 4.0819
C33 -2.0599 4.1754 4.9548
N1 -1.2839 4.3761 6.1922
C34 -1.7329 1.6637 4.5455
O12 -2.3818 1.6077 5.8173
O13 -3.6480 0.9548 5.6784
H21 -3.3533 2.9736 1.4853
H22 -3.3684 4.4854 2.4010
H23 -3.7635 2.9353 3.1926
H24 -0.3373 3.2638 4.1238
H25 -3.0992 3.9170 5.1820
H26 -2.0912 5.1082 4.3897
H27 -1.7179 3.8345 6.9308
H28 -1.3863 5.3463 6.4658
H29 -2.3747 1.1943 3.8010
H30 -0.8180 1.0721 4.6170
H31 -4.2279 1.6726 5.3822

The molecule's Löwdin atomic charges, reported in e, are given here:
1 O 0.094
2 C -0.368
3 C 0.028
4 C 0.028
5 C -0.376
6 O 0.092
7 C 0.025
8 C 0.030
9 H 0.123
10 H 0.118
11 H 0.123
12 H 0.126
13 O 0.101
14 C -0.380
15 C 0.026
16 C 0.021
17 C -0.384
18 O 0.097
19 C 0.022
20 C 0.025
21 H 0.086
22 H 0.120
23 H 0.086
24 H 0.122
25 O 0.104
26 C -0.376
27 C 0.023
28 C 0.016
29 C -0.382
30 O 0.102
31 C 0.021
32 C 0.020
33 H 0.118
34 H 0.095
35 H 0.121
36 H 0.087
37 O 0.087
38 C -0.371
39 C 0.022
40 C 0.023
41 C -0.385
42 O 0.111
43 C 0.024
44 C 0.026
45 H 0.122
46 H 0.122
47 H 0.123
48 H 0.125
49 O 0.090
50 C -0.373
51 C 0.023
52 C 0.024
53 C -0.385
54 O 0.112
55 C 0.023
56 C 0.024
57 H 0.121
58 H 0.123
59 H 0.123
60 H 0.123
61 C -0.106
62 O -0.148
63 C -0.320
64 C -0.221
65 N 0.022
66 C -0.114
67 O -0.161
68 O -0.025
69 H 0.087
70 H 0.093
71 H 0.069
72 H 0.127
73 H 0.109
74 H 0.124
75 H 0.068
76 H 0.073
77 H 0.114
78 H 0.128
79 H 0.089

***

Entry 2:
# C34H32BF3MnN7O4PS3

C34H32BF3MnN7O4PS3 as an isolated structure in a non-equilibrium geometry (wB97M-V/def2-TZVPD, OMol25).

Values from the calculation:
energy: -136329.3706 eV
energy above the lowest of the compared OMol25 structures with the same formula, charge and spin: 39.28 kcal/mol
LUMO energy (alpha / beta): -5.573 / -5.486 eV
multiplicity: 2
HOMO (alpha / beta): -13.90 / -13.90 eV
net charge: +2
HOMO-LUMO gap (alpha / beta): 8.3 / 8.4 eV

Geometry (Å):
Mn1 -0.3606 -0.4154 0.9580
C1 -5.8781 2.6680 -0.2607
N1 -5.1654 2.4637 1.0022
C2 -5.7374 2.1971 2.2123
C3 -4.7285 2.0578 3.1134
N2 -3.5498 2.2398 2.4553
B1 -2.0887 2.0050 3.0453
N3 -1.2799 3.2344 2.5296
C4 -1.0005 4.4439 3.1234
C5 -0.4647 5.2487 2.1742
N4 -0.4418 4.5316 0.9931
C6 -0.0538 5.0734 -0.3073
C7 -0.9139 3.2996 1.2558
S1 -1.0665 1.9473 0.1232
C8 -3.8313 2.4848 1.1605
S2 -2.7117 2.8136 -0.1534
H1 -6.9267 2.4387 -0.1033
H2 -5.4684 1.9985 -1.0134
H3 -5.7794 3.7001 -0.5886
H4 -6.8041 2.1392 2.3409
H5 -4.7643 1.8263 4.1633
H6 -2.0787 1.8910 4.2359
H7 -1.6684 1.0409 2.4960
H8 -1.2065 4.6304 4.1626
H9 -0.1103 6.2635 2.2341
H10 -0.5768 6.0125 -0.4697
H11 -0.3319 4.3716 -1.0877
H12 1.0196 5.2451 -0.3429
N5 0.1921 -7.7564 1.3324
C9 0.0992 -6.6130 1.3128
C10 0.0164 -5.1767 1.2740
C11 0.2622 -4.4943 0.0864
C12 0.1973 -3.1196 0.0963
N6 -0.0753 -2.4080 1.2021
C13 -0.3199 -3.0720 2.3372
C14 -0.2919 -4.4505 2.4143
H13 0.4924 -5.0241 -0.8267
H14 0.3830 -2.5665 -0.8145
H15 -0.5495 -2.4773 3.2083
H16 -0.4961 -4.9453 3.3528
N7 1.2980 -0.0107 3.4696
C15 0.6609 -0.0988 2.5084
H17 1.7090 0.1643 4.3667
O1 1.2337 -0.0507 -0.1623
P1 2.2042 -0.3719 -1.2906
C16 1.2826 -1.0370 -2.6802
C17 1.7552 -2.0648 -3.4935
C18 0.9574 -2.5545 -4.5188
C19 -0.3089 -2.0299 -4.7259
C20 -0.7775 -0.9919 -3.9293
C21 0.0168 -0.4916 -2.9124
C22 2.9940 1.1446 -1.8090
C23 3.0280 2.2309 -0.9363
C24 3.6789 3.3933 -1.3187
C25 4.2906 3.4712 -2.5626
C26 4.2461 2.3940 -3.4367
C27 3.5996 1.2266 -3.0623
C28 3.4462 -1.5317 -0.7386
C29 3.3531 -2.0389 0.5564
C30 4.3237 -2.9101 1.0280
C31 5.3740 -3.2902 0.2059
C32 5.4752 -2.7801 -1.0823
C33 4.5247 -1.8898 -1.5506
H18 2.7334 -2.4923 -3.3179
H19 1.3235 -3.3534 -5.1500
H20 -0.9358 -2.4316 -5.5112
H21 -1.7648 -0.5820 -4.0977
H22 -0.3425 0.3182 -2.2881
H23 2.5405 2.1521 0.0281
H24 3.7185 4.2397 -0.6442
H25 4.7929 4.3826 -2.8589
H26 4.7112 2.4659 -4.4108
H27 3.5491 0.3899 -3.7499
H28 2.5337 -1.7373 1.1927
H29 4.2637 -3.2916 2.0391
H30 6.1204 -3.9822 0.5737
H31 6.3068 -3.0610 -1.7147
H32 4.6349 -1.4641 -2.5411
F1 -2.8873 -3.7591 0.2285
C34 -3.7406 -2.7341 0.1187
F2 -3.5120 -2.1320 -1.0567
F3 -4.9796 -3.1847 0.1501
S3 -3.4387 -1.5450 1.5013
O2 -3.0844 -2.3228 2.6474
O3 -4.5993 -0.7114 1.5505
O4 -2.2508 -0.7936 0.9587

The molecule's Löwdin atomic charges, reported in e, are given here:
1 Mn 0.486
2 C 0.017
3 N -0.091
4 C -0.001
5 C -0.010
6 N 0.042
7 B -0.387
8 N 0.015
9 C 0.010
10 C 0.008
11 N -0.092
12 C 0.017
13 C -0.622
14 S 0.749
15 C -0.497
16 S 0.780
17 H 0.107
18 H 0.097
19 H 0.104
20 H 0.146
21 H 0.145
22 H 0.096
23 H 0.018
24 H 0.143
25 H 0.143
26 H 0.111
27 H 0.074
28 H 0.099
29 N 0.209
30 C -0.143
31 C -0.183
32 C 0.029
33 C -0.087
34 N -0.020
35 C -0.092
36 C 0.040
37 H 0.138
38 H 0.104
39 H 0.120
40 H 0.141
41 N 0.248
42 C -0.091
43 H 0.126
44 O -0.444
45 P 0.858
46 C -0.295
47 C -0.063
48 C -0.046
49 C -0.045
50 C -0.051
51 C -0.076
52 C -0.267
53 C -0.074
54 C -0.072
55 C -0.052
56 C -0.049
57 C -0.064
58 C -0.265
59 C -0.074
60 C -0.053
61 C -0.046
62 C -0.047
63 C -0.077
64 H 0.099
65 H 0.119
66 H 0.119
67 H 0.115
68 H 0.083
69 H 0.100
70 H 0.108
71 H 0.117
72 H 0.119
73 H 0.109
74 H 0.076
75 H 0.114
76 H 0.119
77 H 0.119
78 H 0.105
79 F 0.139
80 C -0.655
81 F 0.129
82 F 0.179
83 S 0.564
84 O -0.246
85 O -0.242
86 O -0.432

***

Entry 3:
# C34H32BaN11PS2

C34H32BaN11PS2 as an isolated structure in a non-equilibrium geometry (wB97M-V/def2-TZVPD, OMol25).

Values from the calculation:
energy: -83817.5217 eV
energy above the lowest of the compared OMol25 structures with the same formula, charge and spin: 142.33 kcal/mol
LUMO energy: 0.109 eV
HOMO: -5.66 eV
net charge: 0
HOMO-LUMO gap: 5.8 eV

Geometry (Å):
Ba1 -0.3625 1.0822 -0.1952
C1 -3.8441 3.9242 3.8978
N1 -2.8207 3.7930 2.8645
C2 -1.8302 4.7045 2.6070
C3 -1.1068 4.1947 1.5653
N2 -1.6375 2.9921 1.1845
C4 -2.6669 2.7645 1.9782
P1 -3.7763 1.3089 1.9590
C5 -2.5348 0.0058 2.2748
N3 -1.2291 0.1244 2.1096
C6 -0.6742 -1.0594 2.5304
C7 -1.6633 -1.9012 2.9489
N4 -2.8429 -1.2180 2.7910
C8 -4.1741 -1.7386 3.0741
C9 -3.9652 1.1187 0.1521
N5 -2.9689 1.1018 -0.7104
C10 -3.5275 0.9953 -1.9569
C11 -4.8883 0.9403 -1.8393
N6 -5.1615 1.0242 -0.4966
C12 -6.4907 0.9791 0.1055
H1 -3.6453 4.8304 4.4618
H2 -3.8167 3.0766 4.5780
H3 -4.8355 3.9941 3.4563
H4 -1.7325 5.6140 3.1771
H5 -0.2489 4.6192 1.0628
H6 0.3952 -1.2128 2.4914
H7 -1.6398 -2.9153 3.3156
H8 -4.0748 -2.6795 3.6064
H9 -4.7247 -1.9212 2.1519
H10 -4.7319 -1.0408 3.6940
H11 -2.9140 0.9800 -2.8477
H12 -5.6721 0.8575 -2.5741
H13 -7.2278 0.9553 -0.6908
H14 -6.6673 1.8584 0.7195
H15 -6.6108 0.0897 0.7194
N7 2.0564 3.7852 -3.0634
C13 1.3532 2.6694 -2.7020
S1 -0.3691 2.7939 -2.6974
N8 2.1451 1.6393 -2.4363
N9 1.5646 0.5340 -1.8752
C14 2.3360 -0.4661 -1.8132
C15 3.7659 -0.4997 -2.2332
C16 4.6906 0.2765 -1.5353
C17 6.0292 0.2378 -1.8825
C18 6.4563 -0.5676 -2.9362
C19 5.5370 -1.3298 -3.6402
C20 4.1926 -1.2946 -3.2858
C21 0.5189 -2.0596 -0.5775
C22 0.7282 -3.5047 -0.9103
C23 -0.5214 -4.0167 -1.5556
C24 -1.6810 -3.3485 -1.3238
C25 -1.7218 -2.0560 -0.7201
N10 -0.5704 -1.3680 -0.5741
H16 1.5500 4.4848 -3.5744
H17 3.0289 3.6421 -3.2838
H18 4.3468 0.9041 -0.7215
H19 6.7425 0.8385 -1.3312
H20 7.5046 -0.5960 -3.2072
H21 5.8595 -1.9541 -4.4641
H22 3.4753 -1.8817 -3.8513
H23 1.1099 -4.1174 -0.0801
H24 -0.4869 -4.8902 -2.1998
H25 -2.6147 -3.7481 -1.7092
H26 -2.6496 -1.5169 -0.5808
S2 4.0763 -0.3887 2.2999
C26 3.4844 1.1174 2.8243
C27 2.3685 1.4909 2.1331
C28 1.9114 0.5676 1.1220
C29 2.7550 -0.5131 1.1181
C30 2.8088 -1.6987 0.2431
C31 3.6315 -2.7406 0.4064
C32 3.9258 -3.7473 -0.6008
C33 3.1925 -3.8335 -1.7012
C34 1.9446 -3.0474 -1.7740
N11 1.9349 -1.6572 -1.0074
H27 3.9988 1.6540 3.6120
H28 1.8748 2.4371 2.3491
H29 4.2104 -2.7597 1.3208
H30 4.7930 -4.3809 -0.4555
H31 3.4166 -4.5182 -2.5099
H32 1.6087 -2.8140 -2.7805

The molecule's Löwdin atomic charges, reported in e, are given here:
1 Ba 1.729
2 C -0.033
3 N -0.129
4 C -0.054
5 C -0.119
6 N -0.086
7 C -0.470
8 P 1.163
9 C -0.487
10 N -0.078
11 C -0.127
12 C -0.045
13 N -0.123
14 C -0.029
15 C -0.478
16 N -0.094
17 C -0.130
18 C -0.048
19 N -0.126
20 C -0.029
21 H 0.088
22 H 0.084
23 H 0.085
24 H 0.119
25 H 0.114
26 H 0.102
27 H 0.122
28 H 0.089
29 H 0.087
30 H 0.077
31 H 0.095
32 H 0.119
33 H 0.089
34 H 0.082
35 H 0.083
36 N 0.045
37 C -0.946
38 S 0.394
39 N -0.012
40 N -0.091
41 C -0.223
42 C -0.162
43 C -0.021
44 C -0.065
45 C -0.087
46 C -0.080
47 C -0.038
48 C -0.231
49 C -0.185
50 C -0.073
51 C -0.120
52 C -0.211
53 N -0.138
54 H 0.064
55 H 0.089
56 H 0.117
57 H 0.104
58 H 0.099
59 H 0.101
60 H 0.112
61 H 0.140
62 H 0.090
63 H 0.094
64 H 0.066
65 S 0.974
66 C -0.456
67 C -0.256
68 C -0.342
69 C -0.548
70 C -0.188
71 C -0.044
72 C -0.069
73 C -0.064
74 C -0.129
75 N 0.056
76 H 0.055
77 H 0.076
78 H 0.082
79 H 0.108
80 H 0.115
81 H 0.154